Record 1
Here is C12H33FLi2N3O3 as an isolated structure from the OMol25 dataset. Energies are from ωB97M-V/def2-TZVPD.

Each line ends with the natural charge from an NBO analysis.
Geometry (Å):
Li 1.1733 3.1851 0.0467  0.95
Li 2.7968 2.1477 2.2258  0.99
F 1.2290 1.4287 1.2004  -0.95
C -1.1997 0.9057 -1.8813  -0.64
C -0.9739 2.3763 -2.3308  -0.07
C -2.1356 3.0805 -3.0879  -0.06
O -2.2759 2.5725 -4.4084  -0.56
C -2.9848 3.3651 -5.4370  -0.25
N -0.5088 3.1210 -1.2311  -0.92
H -0.3805 0.6729 -1.2009  0.21
H -0.9560 0.1933 -2.6695  0.24
H -2.2023 0.6500 -1.5386  0.24
H -0.1348 2.4665 -3.0207  0.20
H -1.8454 4.1257 -3.1945  0.15
H -3.0416 3.2737 -2.5134  0.17
H -2.6444 3.0729 -6.4303  0.21
H -2.9957 4.4419 -5.2686  0.18
H -4.0048 2.9922 -5.3434  0.19
H -0.5057 4.1267 -1.3243  0.37
H -1.2456 3.0292 -0.5464  0.37
C 0.1247 -0.8683 3.4278  -0.65
C -1.3064 -0.9000 2.8027  -0.09
C -2.3596 -0.7900 3.8896  -0.05
O -2.2323 -1.7647 5.0241  -0.56
C -2.8059 -1.3900 6.2144  -0.25
N -1.5682 0.1710 1.8274  -0.82
H 0.3765 -1.8196 3.8965  0.24
H 0.3620 -0.1676 4.2284  0.20
H 0.8058 -0.5836 2.6259  0.20
H -1.4107 -1.9122 2.4118  0.19
H -3.4088 -0.8936 3.6130  0.19
H -2.2415 0.2372 4.2346  0.16
H -3.3228 -2.2524 6.6354  0.18
H -3.6162 -0.6701 6.0998  0.16
H -2.1748 -1.0260 7.0251  0.17
H -1.2860 -0.2373 0.9478  0.35
H -0.6701 0.6135 1.9603  0.36
C 2.4047 -1.8090 0.7960  -0.62
C 2.9526 -1.4446 -0.6221  -0.07
C 2.7009 -2.5160 -1.6785  -0.07
O 3.4894 -3.6824 -1.6912  -0.54
C 4.4347 -3.8096 -2.7085  -0.25
N 2.3696 -0.2288 -1.0344  -0.86
H 2.5295 -0.9801 1.4927  0.18
H 2.9556 -2.6381 1.2401  0.22
H 1.4086 -2.2510 0.7758  0.21
H 3.9939 -1.2318 -0.3804  0.18
H 2.9083 -2.0336 -2.6337  0.17
H 1.6664 -2.8295 -1.8186  0.18
H 4.0311 -3.7826 -3.7206  0.17
H 4.8659 -4.7638 -2.4058  0.21
H 5.2428 -3.0800 -2.7621  0.16
H 1.4591 -0.3213 -1.4617  0.35
H 2.1574 0.4285 -0.2975  0.37

Calculated values
energy above the lowest of the compared OMol25 structures with the same formula, charge and spin = 106.54 kJ/mol
frontier orbital gap = 6.15 eV
HOMO = -11.3 eV
charge = +1

Record 2
Here is C12H33N7O2V as an isolated structure from the OMol25 dataset. Energies are from ωB97M-V/def2-TZVPD.

Each line ends with the Löwdin spin population.
Geometry (Å):
V -0.2594 1.1837 0.2512  1.94
N -0.0849 3.3425 0.5994  0.00
C -0.0005 3.7263 2.0195  0.00
C -0.5052 2.5506 2.8476  0.00
N 0.0372 1.2942 2.2944  0.00
C 1.4533 1.0370 2.6448  0.00
C 2.3889 1.5291 1.5407  0.00
N 1.8409 1.1355 0.2302  0.00
H -0.9330 3.7485 0.2007  0.00
H 0.6784 3.7829 0.0841  0.00
H 1.0309 3.9578 2.2891  0.00
H -0.5946 4.6196 2.2386  0.00
H -0.2218 2.6847 3.8980  0.00
H -1.5997 2.4886 2.8079  0.00
H -0.4958 0.5625 2.7643  0.00
H 1.7174 1.5207 3.5925  0.00
H 1.5825 -0.0416 2.7782  0.00
H 2.4882 2.6154 1.5782  0.00
H 3.3881 1.1015 1.6963  0.00
H 2.2487 1.7372 -0.4918  0.00
H 2.1645 0.1896 0.0091  0.00
C -1.0483 2.3469 -4.2046  0.00
O -2.0825 2.0029 -3.2668  0.00
C -1.7813 1.7457 -2.0373  0.00
O -0.6256 1.7426 -1.5668  0.02
N -2.8360 1.4446 -1.2539  0.00
N -2.6170 1.2655 0.1274  0.00
H -1.5673 2.7017 -5.0921  0.00
H -0.4553 1.4670 -4.4525  0.00
H -0.4074 3.1313 -3.8019  0.00
H -3.7795 1.5207 -1.6288  0.00
H -3.0997 0.4099 0.4250  0.00
H -3.0530 2.0407 0.6464  0.00
C 1.2509 -3.2537 1.5957  0.00
C -0.1435 -3.4595 1.0009  0.00
N -0.2080 -2.9501 -0.3618  0.00
C -0.3319 -3.9552 -1.4054  0.00
C 0.9386 -4.7703 -1.6341  0.00
C -0.1134 -1.6548 -0.6231  0.00
C 0.2469 -1.2057 -2.0034  0.00
N -0.3506 -0.7158 0.2880  0.00
H 1.2600 -3.6283 2.6155  0.00
H 1.5386 -2.2020 1.5978  0.00
H 1.9972 -3.8082 1.0333  0.00
H -0.9033 -2.9853 1.6325  0.00
H -0.3633 -4.5256 0.9762  0.00
H -0.6483 -3.4844 -2.3355  0.00
H -1.1297 -4.6365 -1.0881  0.00
H 1.7632 -4.1434 -1.9613  0.00
H 0.7302 -5.5017 -2.4087  0.00
H 1.2334 -5.3122 -0.7421  0.00
H 1.0279 -1.8364 -2.4271  0.00
H 0.6001 -0.1722 -1.9805  0.00
H -0.6155 -1.2611 -2.6703  0.00
H -0.7505 -1.1245 1.1365  0.00

Calculated values
spin multiplicity = 3
energy above the lowest of the compared OMol25 structures with the same formula, charge and spin = 27.53 kJ/mol
frontier orbital gap (alpha / beta) = 8.09 / 9.18 eV
expectation value of S² = 2.01
HOMO (alpha / beta) = -18.6 / -18.8 eV
charge = +3

Record 3
Here is a 3-piece molecular cluster, C12H33O5P2S overall from the OMol25 dataset. Energies are from ωB97M-V/def2-TZVPD.

Each line ends with the natural charge from an NBO analysis.
Geometry (Å):
C 4.3646 -0.0162 0.4856  -0.65
C 3.3218 0.0238 -0.6871  -0.07
O 2.0240 -0.2729 -0.2659  -0.53
C 1.4053 0.8725 0.2451  0.37
O 1.2722 1.9264 -0.6440  -0.82
P 0.3288 3.1649 0.1981  0.97
O -0.6556 1.9034 0.9336  -0.83
C 0.0504 0.6822 1.0080  -0.21
P -1.0599 -0.7397 0.5479  0.84
S -0.1838 -2.5010 0.5787  -0.68
H 4.6900 1.0070 0.6833  0.20
H 3.8259 -0.3786 1.3650  0.22
H 5.2000 -0.6676 0.2334  0.20
H 3.6166 -0.7230 -1.4295  0.17
H 3.4168 0.9974 -1.1743  0.19
H 2.0873 1.2463 1.0323  0.13
H 1.2278 4.1731 -0.3594  -0.16
H -0.4974 3.2636 -0.9913  -0.16
H -0.4553 4.1487 0.9387  -0.16
H 1.2025 3.1645 1.3717  -0.18
H 0.3479 0.5017 2.0527  0.20
H -2.1084 -0.7801 1.5154  -0.01
H -1.7301 -0.4692 -0.6825  -0.03
C -5.4198 2.2400 2.0222  -0.64
C -5.1944 1.4576 3.3043  -0.06
O -3.8785 0.9626 3.4430  -0.54
C -2.8477 1.9430 3.4656  -0.07
C -2.9783 2.9302 4.6120  -0.64
H -5.1789 1.6257 1.1534  0.22
H -6.4629 2.5550 1.9504  0.20
H -4.7971 3.1339 1.9741  0.21
H -5.8447 0.5811 3.3090  0.18
H -5.4709 2.0542 4.1816  0.15
H -2.7890 2.4524 2.5010  0.19
H -1.9114 1.3963 3.5758  0.19
H -3.8969 3.5171 4.5446  0.19
H -2.1380 3.6251 4.6061  0.22
H -2.9942 2.4054 5.5702  0.20
C 3.1091 -3.7318 -5.2975  -0.64
C 2.7803 -4.5772 -4.0792  -0.06
O 2.7849 -3.8548 -2.8660  -0.54
C 1.8575 -2.7778 -2.7794  -0.08
C 0.4092 -3.2021 -2.9348  -0.64
H 4.0814 -3.2509 -5.1767  0.21
H 3.1355 -4.3546 -6.1943  0.20
H 2.3711 -2.9454 -5.4593  0.21
H 3.5394 -5.3536 -3.9668  0.18
H 1.8232 -5.0951 -4.2095  0.16
H 2.1170 -1.9952 -3.5017  0.15
H 1.9923 -2.3404 -1.7896  0.23
H 0.2101 -3.6375 -3.9186  0.18
H -0.2484 -2.3418 -2.8111  0.22
H 0.1487 -3.9486 -2.1844  0.22

Calculated values
frontier orbital gap = 7.34 eV
HOMO = -4.4 eV
charge = -1

Record 4
Here is C12H34BClInN3O2P as an isolated structure from the OMol25 dataset. Energies are from ωB97M-V/def2-TZVPD.

Each line ends with the Mulliken charge.
Geometry (Å):
C -4.8794 -1.0807 -1.2385  -0.90
C -4.7462 -2.3320 -2.1291  -0.43
B -4.4265 -3.6566 -1.3145  -0.15
O -5.2521 -4.7663 -1.5865  -0.55
In -2.7491 -3.9479 0.2164  0.85
Cl -3.6282 -3.4215 2.4888  -0.64
C -0.8916 -2.7512 -0.2337  -1.25
C -0.5193 -3.0325 -1.6967  1.22
C 0.4098 -1.9270 -2.2799  -1.63
C 0.1484 -4.4124 -1.8700  -1.51
H -3.9417 -0.5264 -1.2208  0.17
H -5.6006 -0.4083 -1.7004  0.34
H -5.1507 -1.3033 -0.2096  0.30
H -3.9586 -2.1949 -2.8780  0.28
H -5.6662 -2.4768 -2.7058  0.26
H -5.7928 -4.9772 -0.8121  0.29
H -2.2438 -5.6772 0.1175  -0.39
H -1.0160 -1.6866 -0.0361  0.35
H -0.0789 -3.1664 0.3684  0.42
H -1.4243 -3.0305 -2.3162  -0.21
H 1.0062 -2.3947 -3.0629  0.48
H 1.0295 -1.5862 -1.4543  0.27
H -0.2351 -1.1310 -2.6410  0.37
H -0.1348 -5.1242 -1.1023  0.36
H -0.1094 -4.7815 -2.8635  0.37
H 1.2290 -4.2571 -1.8978  0.34
O 1.1153 1.3689 -0.6249  -0.83
P 1.7088 1.8285 0.6964  0.87
N 0.5856 3.1075 0.9962  0.11
C 0.8645 4.3936 1.5889  -0.82
C -0.7938 2.6827 1.2283  -1.10
N 3.2116 2.4062 0.0261  0.20
C 3.3593 3.7867 -0.3896  -1.14
C 3.7510 1.5304 -1.0130  -1.12
N 2.3864 1.8315 2.2777  0.13
C 1.5510 1.3140 3.3581  -1.11
C 3.6571 2.3723 2.7108  -0.90
H 1.1443 4.3463 2.6540  0.21
H -0.0213 5.0270 1.5240  0.40
H 1.6377 4.9376 1.0516  0.15
H -0.9560 2.3436 2.2603  0.32
H -1.0607 1.8643 0.5590  0.33
H -1.4926 3.4960 1.0234  0.38
H 2.5563 4.1157 -1.0642  0.32
H 4.3130 3.9226 -0.9038  0.39
H 3.4090 4.4570 0.4712  0.27
H 3.2620 1.6825 -1.9812  0.33
H 3.6313 0.4824 -0.7393  0.38
H 4.8225 1.7163 -1.1312  0.31
H 1.0601 2.1249 3.9102  0.29
H 2.1331 0.7199 4.0651  0.39
H 0.7745 0.6561 2.9661  0.34
H 3.6115 3.4620 2.8106  0.26
H 4.4699 2.1102 2.0400  0.27
H 3.9313 1.9636 3.6877  0.38

Calculated values
frontier orbital gap = 6.01 eV
HOMO = -3.9 eV
charge = -1

Max |F|: 0.0745, 0.0328, 0.0471, 0.1230 (hartree/bohr)